[1]
Entry from the Open Molecules 2025 dataset: 22 unconnected molecules or ions with the total composition C132H110F22 at a distorted geometry (the ωB97M-V functional and the def2-TZVPD basis).

Structure (XYZ):
```
264
Properties=species:S:1:pos:R:3
F 2.7181 5.7413 -9.7876
C 2.4460 5.0641 -8.6850
C 1.1680 4.5726 -8.3811
C 0.8960 4.0836 -7.1763
C 1.9505 3.9698 -6.1929
C 3.1869 4.4860 -6.5311
C 3.4640 5.0230 -7.7910
H 0.4361 4.6078 -9.1745
H -0.1334 3.8080 -7.0009
H 1.7188 3.6642 -5.1832
H 3.9646 4.5104 -5.7821
H 4.4541 5.3806 -8.0324
F -2.4700 2.0704 -0.8321
C -3.2066 2.6036 -1.7809
C -2.6069 2.9902 -2.9854
C -3.3946 3.6152 -3.9268
C -4.8329 3.6657 -3.7229
C -5.4131 3.1471 -2.5891
C -4.5955 2.6278 -1.6042
H -1.5527 2.9494 -3.2164
H -2.9153 3.9550 -4.8329
H -5.5240 4.0668 -4.4494
H -6.4841 3.1108 -2.4541
H -5.0541 2.3584 -0.6642
F -6.8533 -2.1904 2.3501
C -6.8194 -1.5747 1.1276
C -8.0106 -1.5115 0.4854
C -8.0684 -0.9053 -0.8045
C -6.9159 -0.3035 -1.3246
C -5.7172 -0.4876 -0.6511
C -5.6608 -1.1312 0.5752
H -8.8459 -1.9790 0.9856
H -9.0394 -0.7514 -1.2515
H -6.8693 0.2047 -2.2765
H -4.8132 -0.3132 -1.2158
H -4.7208 -1.2551 1.0923
F 3.9654 -4.4082 5.1028
C 4.3608 -3.1774 5.5316
C 4.5393 -2.9618 6.8676
C 4.9349 -1.6559 7.3352
C 5.2090 -0.6652 6.4265
C 5.0687 -0.8819 5.0640
C 4.6414 -2.1413 4.6269
H 4.2854 -3.7699 7.5376
H 5.0650 -1.4317 8.3836
H 5.6206 0.3061 6.6577
H 5.2833 -0.1358 4.3133
H 4.5467 -2.3054 3.5636
F -5.1102 0.5358 6.0160
C -4.3953 0.7897 4.9052
C -4.7558 1.7180 3.9108
C -3.9781 1.9985 2.8281
C -2.8908 1.1416 2.5892
C -2.4987 0.1870 3.5319
C -3.2386 0.0558 4.6789
H -5.6227 2.3512 4.0286
H -4.2359 2.7554 2.1022
H -2.3924 1.1829 1.6319
H -1.6633 -0.4335 3.2432
H -2.9215 -0.6422 5.4395
F 4.9655 -1.2531 1.0195
C 5.0597 0.0739 1.1051
C 4.1509 0.7418 1.8597
C 4.3214 2.1031 2.0323
C 5.4263 2.7466 1.4193
C 6.3476 2.0374 0.6710
C 6.1501 0.7171 0.4838
H 3.4060 0.1556 2.3771
H 3.7446 2.6286 2.7790
H 5.5339 3.8042 1.6098
H 7.2051 2.5024 0.2075
H 6.9002 0.1282 -0.0231
F 0.8253 0.0702 1.8719
C 0.5415 -0.0388 0.5508
C 0.9135 0.9381 -0.3885
C 0.6363 0.8153 -1.7560
C -0.0957 -0.2306 -2.2739
C -0.4483 -1.2655 -1.3733
C -0.0797 -1.1644 -0.0182
H 1.5763 1.7008 -0.0071
H 1.0211 1.5941 -2.3977
H -0.2617 -0.3511 -3.3342
H -0.9070 -2.1767 -1.7278
H -0.4329 -1.9600 0.6211
F 2.3415 6.4431 -4.0635
C 1.4996 5.8474 -3.1723
C 1.9896 4.9218 -2.2466
C 1.1698 4.3363 -1.2800
C -0.1899 4.6895 -1.2683
C -0.6969 5.6369 -2.1690
C 0.1150 6.2385 -3.0947
H 3.0302 4.6500 -2.3446
H 1.5988 3.6162 -0.5990
H -0.8332 4.2244 -0.5360
H -1.7387 5.9188 -2.1274
H -0.3026 6.9639 -3.7772
F 0.2587 -6.6846 -3.3779
C -0.7596 -6.0808 -2.6730
C -0.4402 -5.3989 -1.5135
C -1.4732 -4.7636 -0.7427
C -2.7280 -4.6702 -1.2689
C -3.1152 -5.4592 -2.3627
C -2.0883 -6.2115 -3.0564
H 0.5928 -5.3826 -1.1988
H -1.2166 -4.1708 0.1228
H -3.5407 -4.1114 -0.8289
H -4.1495 -5.5018 -2.6705
H -2.3580 -6.8809 -3.8599
F 3.2412 4.9056 3.7391
C 1.9711 4.9435 3.2559
C 1.6403 5.9159 2.2997
C 0.3652 5.8561 1.8503
C -0.5629 4.8980 2.2873
C -0.1963 3.9185 3.1975
C 1.0811 3.9736 3.7104
H 2.3373 6.6871 2.0068
H -0.0081 6.4724 1.0459
H -1.5814 4.8824 1.9285
H -0.8883 3.1492 3.5070
H 1.3630 3.1810 4.3877
F -4.8398 -9.0820 0.3016
C -3.7039 -8.8497 1.0379
C -2.9136 -7.7189 0.7794
C -1.7721 -7.5031 1.5728
C -1.5272 -8.3422 2.6916
C -2.3374 -9.3922 2.9051
C -3.3737 -9.7087 2.0663
H -3.2259 -7.0199 0.0177
H -1.1194 -6.6560 1.4220
H -0.6364 -8.2829 3.2994
H -2.1571 -10.0277 3.7596
H -3.9481 -10.6082 2.2319
F 7.4566 4.0476 -2.4560
C 7.0919 4.8904 -1.4531
C 5.7457 4.8806 -1.2004
C 5.2102 5.7883 -0.2884
C 6.0881 6.6628 0.3622
C 7.4508 6.6175 0.1649
C 8.0084 5.7669 -0.8035
H 5.1068 4.2738 -1.8249
H 4.1316 5.8019 -0.2361
H 5.6615 7.3307 1.0958
H 8.0298 7.3607 0.6928
H 9.0667 5.8175 -1.0130
F 5.8187 -4.4775 -2.0449
C 4.5829 -3.9706 -2.3433
C 4.2682 -2.7062 -1.8890
C 3.0293 -2.1420 -2.2547
C 2.1809 -2.8871 -3.0667
C 2.4582 -4.1828 -3.3827
C 3.6473 -4.7251 -2.9988
H 4.9981 -2.1393 -1.3303
H 2.5604 -1.2452 -1.8775
H 1.2342 -2.4688 -3.3755
H 1.7740 -4.8027 -3.9430
H 3.9257 -5.7370 -3.2537
F -3.6975 -2.5382 -11.3805
C -4.2476 -2.0854 -10.2638
C -5.5109 -1.5087 -10.2681
C -6.0201 -0.9325 -9.1316
C -5.2069 -0.8753 -8.0064
C -3.9311 -1.3464 -8.0227
C -3.4325 -2.0060 -9.1418
H -6.1517 -1.6279 -11.1292
H -7.0740 -0.6968 -9.1417
H -5.6037 -0.4231 -7.1096
H -3.2669 -1.2693 -7.1746
H -2.3945 -2.2969 -9.2077
F 0.3174 1.6359 8.9363
C -0.7948 2.1676 8.3463
C -1.0425 1.9305 7.0076
C -2.1605 2.5704 6.3794
C -3.0030 3.3100 7.1129
C -2.7513 3.5311 8.4877
C -1.6568 2.9340 9.1360
H -0.4319 1.2878 6.3908
H -2.2892 2.4868 5.3103
H -3.8140 3.7884 6.5840
H -3.4429 4.0437 9.1400
H -1.4688 3.0326 10.1949
F 3.9977 2.6185 -3.2209
C 4.2279 1.3739 -3.7191
C 5.4569 0.6735 -3.5557
C 5.6231 -0.5901 -4.2219
C 4.5525 -1.0323 -5.0355
C 3.3975 -0.3377 -5.1942
C 3.2245 0.8823 -4.5381
H 6.2017 1.1453 -2.9319
H 6.5602 -1.1078 -4.0791
H 4.7746 -1.9934 -5.4752
H 2.6019 -0.7644 -5.7870
H 2.2994 1.4395 -4.5320
F -1.5391 -2.5106 -4.3476
C -2.8563 -2.1364 -4.3809
C -3.2289 -0.8554 -4.1552
C -4.5190 -0.4327 -4.1947
C -5.4881 -1.4393 -4.3694
C -5.1248 -2.7518 -4.7217
C -3.8053 -3.1225 -4.6072
H -2.4428 -0.1308 -4.0016
H -4.8126 0.5693 -3.9186
H -6.5076 -1.0851 -4.4093
H -5.8889 -3.4821 -4.9438
H -3.4761 -4.1408 -4.7522
F -2.5674 -3.6168 2.0923
C -3.0896 -3.8529 3.3528
C -2.4175 -4.7327 4.1817
C -2.8254 -4.9399 5.5446
C -3.8668 -4.1138 6.0164
C -4.4748 -3.1410 5.2247
C -4.1420 -3.0833 3.8699
H -1.6323 -5.3594 3.7855
H -2.4049 -5.7375 6.1392
H -4.1536 -4.1674 7.0563
H -5.2025 -2.4359 5.5985
H -4.6918 -2.3442 3.3061
F -0.2380 1.3166 -5.2961
C -0.6873 1.2261 -6.5306
C 0.2955 0.9383 -7.4699
C -0.0152 1.0861 -8.8560
C -1.3521 1.3384 -9.1745
C -2.3913 1.5217 -8.2245
C -2.0536 1.3897 -6.8732
H 1.3117 0.7288 -7.1702
H 0.7552 0.9468 -9.6000
H -1.5361 1.6093 -10.2037
H -3.3839 1.7798 -8.5629
H -2.7450 1.5798 -6.0656
F -0.2745 -1.4593 4.8304
C 0.0194 -1.6318 6.1199
C 1.2065 -1.0905 6.6018
C 1.5249 -1.3021 7.9272
C 0.6924 -2.0195 8.7771
C -0.5283 -2.5063 8.3348
C -0.8851 -2.2619 6.9809
H 1.9437 -0.5632 6.0145
H 2.4890 -1.0282 8.3296
H 0.9550 -2.1056 9.8211
H -1.2025 -3.0440 8.9850
H -1.8304 -2.6053 6.5875
F 0.7838 -6.2997 3.5760
C 1.2777 -5.2683 2.8331
C 1.1516 -3.9998 3.3690
C 1.6650 -2.9251 2.6301
C 2.2993 -3.0626 1.4367
C 2.4525 -4.3665 0.9405
C 1.9543 -5.4836 1.5877
H 0.6758 -3.8737 4.3303
H 1.5919 -1.9357 3.0569
H 2.7105 -2.1581 1.0133
H 2.9403 -4.4392 -0.0203
H 2.0166 -6.5013 1.2316
F 3.6647 1.6654 4.9390
C 3.7419 2.6556 5.8245
C 4.7596 3.5657 5.7898
C 4.6735 4.6857 6.6884
C 3.6245 4.7391 7.5884
C 2.6076 3.7417 7.6536
C 2.6951 2.6697 6.7262
H 5.4758 3.3964 4.9994
H 5.3216 5.5473 6.6240
H 3.5556 5.5423 8.3072
H 1.8324 3.7899 8.4040
H 1.8713 1.9753 6.6515
```

Properties
DFT total energy = -7292.893674 Ha
Kohn-Sham gap = 9.3 eV
E_HOMO = -0.329 Eh
net charge = 0
ΔE to the lowest compared entry with this formula, charge and spin = 0.0000 eV


[2]
Entry from the Open Molecules 2025 dataset: a molecular structure, C24H51BBrIO7P at a distorted geometry (the ωB97M-V functional and the def2-TZVPD basis).

Structure (XYZ):
```
86
Properties=species:S:1:pos:R:3
C -3.4244 -1.6193 5.7887
C -3.2960 -1.7301 4.2361
O -2.6939 -0.5141 3.7816
B -2.1038 -0.5916 2.5374
O -1.7523 -1.7802 1.8925
C -1.7381 0.7930 1.7715
C -0.4758 1.5129 2.4446
C 0.1284 0.7324 3.6312
O -0.1481 1.0182 4.7204
Br 1.4196 -0.7438 3.3360
O -1.2072 0.4721 0.4532
P -1.4480 1.9207 -0.5070
I -0.0950 0.9359 -2.4500
O -2.4273 2.7720 0.6863
C -2.9600 1.6908 1.4240
C -4.0443 1.9505 2.4916
C -3.5377 2.5820 3.8139
C -4.7622 3.2884 4.5117
C -5.9690 2.3138 4.6384
O -5.7922 1.3384 5.2812
O -7.1972 2.5959 4.0751
C -7.5176 1.7545 2.9634
C -7.9506 0.2982 3.3788
H -3.8406 -0.6489 6.1075
H -2.4438 -1.7904 6.2759
H -4.1058 -2.4079 6.1744
H -2.6955 -2.6334 4.0431
H -4.3407 -1.8271 3.8698
H -2.4762 -2.1314 1.3544
H -0.7031 2.5359 2.7947
H 0.3178 1.6022 1.6840
H -2.5633 1.3942 -1.2500
H -1.6253 3.0989 -1.3490
H -0.2009 2.5368 -0.1759
H -3.5098 1.0675 0.6678
H -4.5781 0.9914 2.6456
H -4.7995 2.6479 2.0680
H -2.7804 3.3719 3.6548
H -3.1141 1.8384 4.5129
H -5.0383 4.2052 3.9599
H -4.4815 3.5445 5.5502
H -8.3880 2.1782 2.4241
H -6.7140 1.7138 2.2046
H -7.0825 -0.3592 3.1790
H -8.8541 -0.0404 2.8461
H -8.1643 0.2835 4.4629
C 0.9757 -2.9612 -0.7746
C 2.2890 -2.4629 -1.3660
C 2.3444 -2.5711 -2.8902
C 2.2514 -3.9931 -3.4472
C 3.3224 -4.9585 -2.9395
C 4.7382 -4.5417 -3.3229
H 0.8162 -4.0237 -0.9804
H 0.9743 -2.8328 0.3097
H 0.1315 -2.3995 -1.1799
H 3.1272 -3.0042 -0.9130
H 2.4181 -1.4132 -1.0889
H 3.2698 -2.1016 -3.2423
H 1.5281 -1.9785 -3.3157
H 2.3099 -3.9401 -4.5403
H 1.2655 -4.4096 -3.2201
H 3.1232 -5.9492 -3.3616
H 3.2522 -5.0698 -1.8539
H 4.8425 -4.4700 -4.4084
H 5.4611 -5.2783 -2.9637
H 5.0075 -3.5781 -2.8866
C 4.8480 3.8526 -3.8975
C 5.7099 2.9467 -4.7701
C 4.9624 1.7174 -5.2868
C 4.4619 0.7601 -4.2033
C 5.5423 0.2096 -3.2730
C 6.5910 -0.6288 -3.9962
H 4.5060 3.3409 -2.9965
H 5.4184 4.7289 -3.5810
H 3.9713 4.2023 -4.4465
H 6.6047 2.6452 -4.2172
H 6.0634 3.5237 -5.6305
H 5.6136 1.1761 -5.9813
H 4.1033 2.0483 -5.8794
H 3.9538 -0.0775 -4.6920
H 3.7002 1.2599 -3.5989
H 5.0585 -0.4139 -2.5152
H 6.0316 1.0243 -2.7309
H 6.1270 -1.4769 -4.5058
H 7.3193 -1.0228 -3.2833
H 7.1402 -0.0412 -4.7348
```

Properties
DFT total energy = -4709.765310 Ha
Kohn-Sham gap = 7.0 eV
E_HOMO = -0.172 Eh
net charge = -1


[3]
Entry from the Open Molecules 2025 dataset: a molecular structure, C44H47AsBrCl4N4O6PRbSi at a distorted geometry (the ωB97M-V functional and the def2-TZVPD basis).

Structure (XYZ):
```
110
Properties=species:S:1:pos:R:3
Rb 1.2371 -2.2857 -1.6028
N 4.0510 -2.6981 1.1791
C 4.2854 -3.8816 2.0022
C 3.1873 -4.0714 3.0446
C 1.7899 -4.0521 2.4389
C 1.5448 -5.1844 1.4578
N 0.2787 -4.9803 0.7601
H 4.5774 -2.7792 0.3173
H 4.3529 -1.8535 1.6478
H 5.2680 -3.8713 2.4987
H 4.3031 -4.7350 1.3263
H 3.2561 -3.2935 3.8089
H 3.3693 -5.0217 3.5581
H 1.6531 -3.1085 1.9057
H 1.0349 -4.0753 3.2334
H 1.5983 -6.1541 1.9796
H 2.3240 -5.2054 0.6973
H -0.5025 -5.1394 1.3882
H 0.1880 -5.6356 -0.0090
O -2.3192 -1.0318 -3.8317
Cl -1.0979 -1.4657 -3.2402
O -1.2283 -2.8012 -2.6999
O -0.0230 -1.4618 -4.2144
O -0.7119 -0.5814 -2.1512
C 5.4627 -1.8036 -2.9419
O 4.2389 -1.0902 -2.8542
C 3.8135 -0.4487 -3.9680
C 4.4594 -0.4750 -5.1913
C 3.8839 0.1786 -6.2800
Br 4.7973 0.1536 -7.9431
C 2.6759 0.8221 -6.1802
C 2.0193 0.8539 -4.9469
C 2.5964 0.2553 -3.8276
O 2.0318 0.2407 -2.6175
C 0.6580 1.3816 -4.8309
N 0.1374 1.8381 -3.7200
C -1.1981 2.0483 -3.9977
C -2.2315 2.4324 -3.1502
C -3.5054 2.4679 -3.6734
C -3.7552 2.1479 -5.0160
C -2.7376 1.7739 -5.8729
C -1.4595 1.7237 -5.3345
N -0.2415 1.3267 -5.8587
H 6.2825 -1.1300 -3.2076
H 5.3869 -2.6214 -3.6635
H 5.6303 -2.2315 -1.9568
H 5.3881 -1.0095 -5.3170
H 2.2481 1.3173 -7.0419
H 1.1417 0.6672 -2.6767
H -2.0407 2.6509 -2.1101
H -4.3384 2.7206 -3.0303
H -4.7723 2.1702 -5.3827
H -2.9366 1.4990 -6.8997
H -0.0966 0.8289 -6.7204
C 0.1808 1.7576 1.4815
C -0.6506 2.0966 2.7014
As -0.8691 4.0341 2.9202
C -2.2302 3.9995 4.3270
C -2.3476 2.9463 5.2278
C -3.2960 2.9862 6.2417
C -4.1397 4.0770 6.3673
C -4.0294 5.1336 5.4747
C -3.0797 5.0949 4.4672
C -2.0710 4.3110 1.4006
C -1.6376 5.1120 0.3496
C -2.4600 5.3472 -0.7470
C -3.7279 4.7894 -0.7910
C -4.1639 3.9776 0.2477
C -3.3396 3.7401 1.3358
P 0.3931 -0.0433 1.1285
C -1.3023 -0.6113 0.7850
C -2.3274 0.2576 0.4230
C -3.5473 -0.2312 -0.0181
C -3.7603 -1.5963 -0.1029
C -2.7452 -2.4710 0.2550
C -1.5230 -1.9856 0.6857
C 0.6519 -0.6053 2.8525
C 1.9304 -0.4165 3.3758
C 2.2067 -0.7043 4.7023
C 1.2096 -1.2152 5.5205
C -0.0605 -1.4269 5.0038
C -0.3404 -1.1157 3.6817
H 1.1988 2.1451 1.6017
H -0.2026 2.2206 0.5663
H -0.1388 1.7414 3.5999
H -1.6328 1.6159 2.6787
H -1.7086 2.0759 5.1468
H -3.3758 2.1548 6.9302
H -4.8811 4.1048 7.1547
H -4.6866 5.9892 5.5620
H -3.0095 5.9238 3.7705
H -0.6520 5.5631 0.3876
H -2.1111 5.9652 -1.5631
H -4.3734 4.9824 -1.6385
H -5.1499 3.5333 0.2115
H -3.6925 3.1155 2.1489
H -2.1788 1.3274 0.4477
H -4.3215 0.4617 -0.3213
H -4.7015 -1.9782 -0.4737
H -2.8863 -3.5384 0.1511
H -0.7335 -2.6980 0.9165
H 2.7165 -0.0408 2.7316
H 3.2038 -0.5457 5.0917
H 1.4234 -1.4563 6.5534
H -0.8418 -1.8314 5.6348
H -1.3384 -1.2738 3.2912
Cl 2.6884 -6.9620 -1.6251
Si 3.2897 -4.9305 -2.1246
Cl 5.3139 -4.9879 -1.2294
Cl 3.9032 -5.2362 -4.1814
```

Properties
DFT total energy = -9680.905528 Ha
Kohn-Sham gap = 7.1 eV
E_HOMO = -0.188 Eh
net charge = -1
ΔE to the lowest compared entry with this formula, charge and spin = 0.4478 eV


The highest net charge belongs to which entry? C132H110F22